(1)
{
  "formula": "C51H72N9O3SSeTi",
  "method": "ωB97M-V/def2-TZVPD",
  "symbols": ["Ti", "C", "C", "C", "C", "C", "C", "C", "Se", "C", "C", "C", "C", "C", "C", "O", "C", "C", "C", "C", "C", "C", "C", "C", "C", "O", "C", "C", "C", "C", "C", "C", "H", "H", "H", "H", "H", "H", "H", "H", "H", "H", "H", "H", "H", "H", "H", "H", "H", "H", "H", "H", "H", "H", "H", "H", "H", "H", "H", "H", "H", "H", "H", "H", "H", "H", "H", "H", "H", "H", "H", "H", "C", "N", "C", "C", "N", "N", "C", "N", "N", "H", "H", "H", "H", "H", "H", "H", "H", "H", "H", "H", "O", "C", "C", "C", "C", "C", "C", "N", "H", "H", "H", "H", "H", "H", "H", "H", "H", "H", "H", "N", "C", "C", "C", "C", "C", "C", "C", "C", "C", "H", "H", "H", "H", "C", "N", "C", "C", "N", "C", "S", "H", "H", "H", "H", "H", "H"],
  "positions_angstrom": [[-0.840, -0.146, 0.485], [2.440, 6.463, -2.735], [2.056, 6.240, -1.264], [3.335, 6.295, -0.428], [1.130, 7.376, -0.805], [1.331, 4.904, -1.119], [1.756, 3.904, -0.267], [1.064, 2.698, -0.178], [1.759, 1.356, 1.013], [2.567, 0.215, -0.302], [3.819, 0.525, -0.797], [4.396, -0.254, -1.790], [3.646, -1.327, -2.254], [2.376, -1.671, -1.790], [1.818, -0.890, -0.756], [0.663, -1.187, -0.152], [1.730, -2.918, -2.419], [2.576, -4.145, -2.042], [1.713, -2.758, -3.950], [0.289, -3.198, -1.987], [5.781, 0.101, -2.328], [6.249, -0.873, -3.410], [5.744, 1.512, -2.934], [6.797, 0.067, -1.178], [-0.085, 2.434, -0.944], [-0.718, 1.281, -0.893], [-0.546, 3.473, -1.806], [0.175, 4.652, -1.865], [-1.817, 3.272, -2.637], [-3.018, 3.033, -1.706], [-2.138, 4.504, -3.488], [-1.650, 2.081, -3.597], [2.973, 7.410, -2.847], [3.087, 5.658, -3.087], [1.561, 6.494, -3.379], [3.840, 7.248, -0.597], [3.121, 6.215, 0.640], [4.026, 5.495, -0.703], [1.632, 8.342, -0.902], [0.217, 7.409, -1.402], [0.845, 7.238, 0.240], [2.642, 4.026, 0.343], [4.330, 1.394, -0.401], [4.071, -1.950, -3.027], [3.612, -4.044, -2.371], [2.573, -4.291, -0.959], [2.157, -5.042, -2.504], [2.713, -2.690, -4.379], [1.218, -3.621, -4.401], [1.158, -1.861, -4.232], [0.207, -3.395, -0.921], [-0.374, -2.366, -2.219], [-0.069, -4.079, -2.527], [5.577, -0.871, -4.269], [7.240, -0.576, -3.759], [6.320, -1.894, -3.028], [5.024, 1.558, -3.753], [5.454, 2.258, -2.192], [6.728, 1.785, -3.322], [6.834, -0.927, -0.727], [7.796, 0.312, -1.548], [6.543, 0.787, -0.398], [-0.175, 5.432, -2.528], [-3.165, 3.899, -1.053], [-3.927, 2.907, -2.300], [-2.885, 2.144, -1.094], [-2.296, 5.393, -2.872], [-1.347, 4.713, -4.211], [-3.058, 4.320, -4.046], [-1.490, 1.154, -3.054], [-2.546, 1.977, -4.215], [-0.800, 2.250, -4.262], [-2.904, 3.608, 2.640], [-2.317, 2.682, 3.597], [-1.939, 3.314, 4.855], [-1.547, 1.663, 3.073], [-1.170, 1.589, 1.856], [-1.219, 0.669, 3.984], [-0.752, -0.603, 3.662], [-0.367, -1.327, 4.766], [-0.785, -1.057, 2.472], [-3.687, 4.169, 3.147], [-3.354, 3.052, 1.819], [-2.171, 4.323, 2.245], [-2.834, 3.631, 5.390], [-1.311, 4.194, 4.676], [-1.377, 2.638, 5.494], [-1.444, 2.401, 1.314], [-1.643, 0.745, 4.894], [0.131, -0.811, 5.475], [0.058, -2.223, 4.531], [-0.337, -1.976, 2.395], [-3.515, 0.576, 1.006], [-4.424, -0.126, 1.446], [-4.439, -0.603, 2.881], [-4.186, -2.114, 3.003], [-5.432, -2.965, 2.769], [-6.040, -2.836, 1.374], [-6.515, -1.424, 1.039], [-5.446, -0.509, 0.661], [-5.391, -0.341, 3.353], [-3.655, -0.045, 3.389], [-3.805, -2.319, 4.007], [-3.395, -2.394, 2.301], [-6.193, -2.692, 3.510], [-5.184, -4.013, 2.951], [-6.894, -3.515, 1.296], [-5.316, -3.146, 0.624], [-7.069, -1.006, 1.885], [-7.211, -1.454, 0.202], [-5.301, -0.315, -0.319], [-4.845, -9.288, -0.798], [-4.476, -8.201, -0.726], [-4.019, -6.848, -0.636], [-3.013, -6.504, 0.269], [-2.582, -5.195, 0.360], [-3.144, -4.194, -0.446], [-4.139, -4.556, -1.362], [-4.573, -5.863, -1.454], [-2.679, -2.852, -0.307], [-2.157, -1.762, -0.138], [-2.576, -7.271, 0.895], [-1.798, -4.923, 1.055], [-4.558, -3.795, -2.008], [-5.344, -6.138, -2.163], [3.796, -4.170, 4.528], [3.541, -3.257, 3.434], [4.460, -2.366, 2.886], [3.842, -1.716, 1.885], [2.553, -2.209, 1.836], [2.360, -3.156, 2.771], [0.937, -4.012, 2.992], [4.650, -4.804, 4.295], [2.911, -4.786, 4.660], [3.995, -3.619, 5.448], [5.465, -2.289, 3.261], [4.184, -0.956, 1.204], [1.823, -1.945, 1.182]],
  "atomic_forces_ev_per_a": [[0.3, 0.3, 0.0], [0.0, 0.0, 0.0], [0.0, 0.0, 0.0], [0.0, 0.0, 0.0], [0.0, 0.0, 0.0], [0.0, 0.0, 0.0], [0.0, -0.1, 0.0], [0.0, 0.0, 0.0], [0.0, -0.1, -0.2], [-0.2, 0.2, -0.1], [-0.1, 0.1, 0.0], [0.0, 0.0, 0.0], [0.1, 0.1, 0.0], [-0.2, -0.1, 0.2], [0.2, 0.2, -0.3], [0.1, -0.1, 0.1], [0.0, -0.1, 0.0], [0.0, 0.0, 0.0], [0.0, 0.0, 0.0], [0.0, 0.0, 0.0], [0.0, 0.0, 0.0], [0.0, 0.0, 0.0], [0.0, 0.0, 0.0], [0.0, 0.0, 0.0], [0.1, 0.2, -0.1], [-0.3, -0.3, 0.3], [-0.1, -0.2, 0.1], [0.0, 0.1, 0.0], [-0.1, 0.0, 0.0], [0.0, 0.0, 0.0], [0.0, 0.0, 0.0], [0.0, 0.0, 0.0], [0.0, 0.0, 0.0], [0.0, 0.0, 0.0], [0.0, 0.0, 0.0], [0.0, 0.0, 0.0], [0.0, 0.0, 0.0], [0.0, 0.0, 0.0], [0.0, 0.0, 0.0], [0.0, 0.0, 0.0], [0.0, 0.0, 0.0], [0.0, 0.0, 0.0], [0.0, 0.0, 0.0], [0.0, 0.0, 0.0], [0.0, 0.0, 0.0], [0.0, 0.0, 0.0], [0.0, 0.0, 0.0], [0.0, 0.0, 0.0], [0.0, 0.0, 0.0], [0.0, 0.0, 0.0], [0.0, 0.0, 0.0], [0.0, 0.0, 0.0], [0.0, 0.0, 0.0], [0.0, 0.0, 0.0], [0.0, 0.0, 0.0], [0.0, 0.0, 0.0], [0.0, 0.0, 0.0], [0.0, 0.0, 0.0], [0.0, 0.0, 0.0], [0.0, 0.0, 0.0], [0.0, 0.0, 0.0], [0.0, 0.0, 0.0], [0.0, 0.0, 0.0], [0.0, 0.0, 0.0], [0.0, 0.0, 0.0], [0.0, 0.0, 0.0], [0.0, 0.0, 0.0], [0.0, 0.0, 0.0], [0.0, 0.0, 0.0], [0.0, 0.0, 0.0], [0.0, 0.0, 0.0], [0.0, 0.0, 0.0], [0.0, 0.0, 0.0], [0.1, 0.0, 0.0], [0.0, 0.0, 0.0], [0.1, 0.1, 0.0], [-0.3, -0.2, -0.1], [0.1, 0.0, 0.0], [0.0, -0.1, 0.1], [0.0, 0.0, -0.1], [0.2, 0.1, -0.2], [0.0, 0.0, 0.0], [0.0, 0.0, 0.0], [0.0, 0.0, 0.0], [0.0, 0.0, 0.0], [0.0, 0.0, 0.0], [0.0, 0.0, 0.0], [0.0, 0.0, 0.0], [0.0, -0.1, 0.0], [0.0, 0.0, 0.0], [0.0, 0.0, 0.0], [-0.2, -0.1, 0.2], [-0.1, 0.0, 0.0], [0.0, 0.0, 0.0], [0.0, 0.0, 0.0], [0.0, 0.0, 0.0], [0.0, 0.0, 0.0], [-0.1, 0.0, 0.1], [0.0, 0.0, 0.0], [0.0, 0.0, 0.0], [0.0, 0.0, 0.0], [0.0, 0.0, 0.0], [0.0, 0.0, 0.0], [0.0, 0.0, 0.0], [0.0, 0.0, 0.0], [0.0, 0.0, 0.0], [0.0, 0.0, 0.0], [0.0, 0.0, -0.1], [0.0, 0.0, 0.0], [0.0, 0.0, 0.0], [0.0, 0.0, 0.0], [0.0, 0.0, 0.0], [0.0, -0.2, 0.0], [0.1, 0.3, 0.0], [0.0, 0.0, 0.0], [-0.1, 0.0, 0.0], [0.1, -0.1, 0.0], [0.1, 0.1, 0.0], [-0.1, -0.1, 0.0], [0.1, 0.1, -0.1], [0.1, 0.1, 0.0], [0.0, 0.0, 0.0], [0.0, 0.0, 0.0], [0.0, 0.0, 0.0], [0.0, 0.0, 0.0], [0.0, 0.0, 0.0], [-0.1, 0.0, -0.1], [0.0, -0.1, 0.2], [-0.1, 0.0, 0.0], [0.2, 0.1, 0.0], [0.4, 0.2, -0.1], [-0.5, -0.4, 0.3], [0.0, 0.0, 0.0], [0.0, 0.0, 0.0], [0.0, 0.0, 0.0], [0.0, 0.0, 0.0], [0.0, -0.1, 0.0], [-0.2, 0.1, -0.1]],
  "max_force_ev_per_a": 0.7,
  "total_charge": 0,
  "homo_ha": [-0.2508, -0.2719],
  "s2": 0.754,
  "lumo_ha": [0.000, 0.000],
  "e_above_lowest_kj_mol": 0.0,
  "spin_multiplicity": 2
}

(2)
{
  "formula": "C51H76BF10N4O33",
  "method": "ωB97M-V/def2-TZVPD",
  "symbols": ["C", "O", "C", "C", "C", "C", "C", "C", "C", "C", "C", "C", "C", "C", "C", "N", "C", "C", "C", "O", "N", "N", "B", "O", "O", "C", "C", "C", "F", "C", "N", "C", "O", "C", "C", "O", "H", "H", "H", "H", "H", "H", "H", "H", "H", "H", "H", "H", "H", "H", "H", "H", "H", "H", "H", "H", "H", "H", "H", "H", "H", "H", "H", "H", "H", "H", "H", "H", "H", "H", "H", "H", "H", "H", "H", "H", "H", "H", "H", "H", "H", "H", "H", "H", "H", "C", "C", "O", "C", "O", "O", "F", "H", "H", "H", "C", "C", "O", "C", "O", "O", "F", "H", "H", "H", "C", "C", "O", "C", "O", "O", "F", "H", "H", "H", "C", "C", "O", "C", "O", "O", "F", "H", "H", "H", "C", "C", "O", "C", "O", "O", "F", "H", "H", "H", "C", "C", "O", "C", "O", "O", "F", "H", "H", "H", "C", "C", "O", "C", "O", "O", "F", "H", "H", "H", "C", "C", "O", "C", "O", "O", "F", "H", "H", "H", "C", "C", "O", "C", "O", "O", "F", "H", "H", "H"],
  "positions_angstrom": [[5.614, -3.129, -5.908], [4.364, -2.504, -5.675], [3.251, -3.369, -5.529], [2.842, -3.502, -4.068], [3.688, -4.484, -3.227], [4.227, -3.871, -1.920], [5.760, -3.681, -1.870], [6.193, -2.240, -1.593], [6.185, -1.389, -2.867], [6.044, 0.135, -2.732], [4.751, 0.553, -2.024], [3.709, 1.236, -2.912], [2.444, 0.379, -3.100], [1.346, 1.209, -3.786], [0.146, 1.490, -2.884], [-0.446, 0.250, -2.328], [-1.608, -0.167, -3.147], [-0.708, 0.348, -0.968], [-1.831, -0.479, -0.407], [-0.014, 1.049, -0.233], [4.994, 1.360, -0.737], [5.135, 2.754, -1.051], [3.668, 1.134, 0.048], [3.547, 0.013, 0.822], [2.714, 2.056, -0.133], [6.151, 0.855, 0.070], [6.465, 1.792, 1.215], [7.466, 1.190, 2.191], [5.263, 2.106, 1.867], [7.424, 0.655, -0.767], [7.193, 0.863, -2.183], [8.406, 0.731, -2.949], [8.265, 1.384, -4.197], [7.896, 2.698, -4.059], [6.700, 3.093, -4.849], [8.514, 3.449, -3.360], [5.527, -3.980, -6.585], [6.067, -3.492, -4.980], [6.286, -2.398, -6.345], [2.430, -2.916, -6.087], [3.456, -4.358, -5.949], [1.780, -3.737, -3.990], [2.980, -2.504, -3.649], [4.522, -4.863, -3.816], [3.053, -5.335, -2.984], [3.934, -4.501, -1.080], [3.746, -2.903, -1.741], [6.137, -4.286, -1.043], [6.246, -4.056, -2.770], [7.215, -2.276, -1.204], [5.567, -1.843, -0.791], [5.318, -1.690, -3.468], [7.050, -1.630, -3.484], [5.943, 0.490, -3.757], [4.281, -0.372, -1.674], [3.401, 2.203, -2.525], [4.110, 1.425, -3.907], [2.072, 0.028, -2.135], [2.695, -0.452, -3.757], [1.012, 0.724, -4.704], [1.757, 2.174, -4.086], [-0.605, 1.982, -3.504], [0.428, 2.191, -2.107], [-2.475, 0.466, -2.955], [-1.330, -0.082, -4.194], [-1.870, -1.205, -2.968], [-2.783, 0.042, -0.472], [-1.871, -1.448, -0.896], [-1.598, -0.652, 0.641], [6.084, 2.949, -1.345], [4.807, 3.329, -0.290], [3.051, -0.689, 0.382], [2.125, 2.145, 0.626], [5.884, -0.104, 0.507], [6.872, 2.727, 0.826], [7.527, 0.107, 2.122], [7.210, 1.512, 3.197], [8.457, 1.595, 1.984], [7.849, -0.327, -0.536], [8.180, 1.383, -0.461], [8.719, -0.297, -3.137], [9.201, 1.222, -2.382], [5.808, 3.007, -4.226], [6.796, 4.139, -5.131], [6.569, 2.500, -5.750], [-6.332, -1.559, 0.170], [-7.236, -1.829, -1.013], [-6.319, -1.823, -2.099], [-5.107, -2.195, -1.621], [-4.182, -2.519, -2.292], [-5.092, -2.143, -0.271], [-8.151, -0.854, -1.199], [-6.192, -0.489, 0.327], [-6.674, -2.016, 1.091], [-7.747, -2.792, -0.985], [-6.875, -2.270, 5.483], [-5.943, -2.208, 4.292], [-6.783, -1.661, 3.282], [-7.729, -0.892, 3.909], [-8.412, -0.102, 3.348], [-7.749, -1.156, 5.223], [-5.516, -3.427, 3.896], [-7.450, -3.193, 5.496], [-6.373, -2.145, 6.438], [-5.077, -1.558, 4.426], [-10.970, -0.420, 7.918], [-10.270, 0.889, 8.215], [-9.105, 0.462, 8.903], [-8.816, -0.796, 8.473], [-7.780, -1.347, 8.652], [-9.862, -1.322, 7.807], [-10.998, 1.696, 9.024], [-11.604, -0.723, 8.753], [-11.550, -0.409, 7.006], [-9.973, 1.455, 7.331], [-0.339, 6.392, -4.642], [-0.421, 5.597, -3.355], [0.503, 4.546, -3.599], [1.438, 5.010, -4.478], [2.476, 4.476, -4.688], [1.016, 6.152, -5.049], [-1.647, 5.067, -3.148], [-1.021, 5.993, -5.392], [-0.517, 7.455, -4.512], [-0.116, 6.143, -2.461], [10.023, -1.479, -8.260], [10.683, -2.738, -8.782], [10.187, -3.725, -7.892], [8.982, -3.306, -7.430], [8.194, -3.988, -6.868], [8.803, -1.992, -7.709], [12.029, -2.688, -8.692], [10.620, -1.027, -7.466], [9.816, -0.741, -9.029], [10.406, -3.009, -9.802], [-15.754, -1.172, 4.865], [-15.097, 0.164, 5.148], [-13.927, -0.225, 5.849], [-13.594, -1.484, 5.442], [-12.548, -1.998, 5.648], [-14.622, -2.044, 4.772], [-15.853, 0.955, 5.941], [-16.385, -1.480, 5.699], [-16.329, -1.190, 3.944], [-14.809, 0.727, 4.259], [-0.833, 3.981, 1.327], [-1.289, 3.508, 2.688], [-2.078, 4.594, 3.132], [-2.584, 5.226, 2.028], [-3.465, 6.010, 2.047], [-1.923, 4.812, 0.919], [-0.250, 3.332, 3.545], [0.074, 4.585, 1.409], [-0.675, 3.169, 0.620], [-1.894, 2.601, 2.677], [-2.315, 6.639, 6.389], [-0.852, 6.255, 6.330], [-0.444, 6.396, 7.673], [-1.540, 6.187, 8.466], [-1.502, 5.988, 9.628], [-2.667, 6.231, 7.715], [-0.130, 7.099, 5.548], [-2.439, 7.718, 6.291], [-2.929, 6.131, 5.652], [-0.667, 5.230, 6.003], [-3.824, -7.396, 4.660], [-4.354, -7.986, 5.951], [-5.195, -6.952, 6.427], [-5.638, -6.243, 5.353], [-6.538, -5.477, 5.373], [-4.904, -6.549, 4.257], [-3.372, -8.220, 6.851], [-2.935, -6.792, 4.846], [-3.612, -8.137, 3.896], [-4.943, -8.897, 5.828]],
  "atomic_forces_ev_per_a": [[-0.1, -0.1, 0.2], [0.1, 0.0, -0.1], [-0.2, -0.1, 0.2], [0.5, 0.2, 0.1], [-0.4, 0.2, 0.1], [0.2, -0.2, -0.2], [-0.2, 0.0, 0.7], [0.7, -0.2, -0.3], [-0.9, 0.0, 0.3], [0.6, 0.0, -0.4], [-0.2, -0.4, -0.1], [-0.6, -0.1, -0.1], [0.2, 0.6, -0.5], [-0.1, -0.1, 0.2], [0.5, -0.2, -0.8], [-1.2, 1.3, 0.5], [0.5, -0.4, -0.1], [0.6, 0.0, 0.0], [0.6, -0.4, 0.4], [-0.2, -0.1, 0.0], [0.0, 0.7, 0.0], [-0.1, -0.1, -0.6], [-0.6, 0.0, 0.6], [0.4, 0.0, -0.6], [0.9, 0.6, 0.3], [0.6, -0.6, 0.1], [0.3, 0.1, 0.1], [0.1, 0.3, -0.2], [-0.2, -0.1, -0.1], [0.3, 0.2, -0.2], [-0.5, -0.1, 0.2], [0.7, 0.6, 0.3], [-0.8, -0.6, -0.1], [0.5, 0.4, 0.1], [-0.1, 0.3, -0.6], [-0.1, -0.1, 0.3], [0.0, 0.0, -0.1], [0.0, 0.0, 0.0], [-0.1, 0.1, 0.0], [0.0, 0.0, -0.1], [0.1, 0.0, -0.2], [0.0, -0.1, 0.0], [-0.2, 0.1, 0.0], [0.0, -0.1, -0.1], [0.1, -0.2, 0.0], [0.0, 0.0, 0.0], [-0.1, 0.0, -0.1], [0.1, -0.1, -0.1], [0.0, 0.0, -0.1], [0.0, 0.1, 0.1], [-0.1, 0.1, 0.0], [0.0, 0.0, -0.1], [0.1, 0.0, 0.0], [0.1, 0.1, 0.0], [0.1, 0.0, 0.2], [0.2, 0.0, 0.1], [0.2, 0.1, 0.1], [0.0, -0.3, 0.0], [0.0, -0.3, 0.3], [0.0, -0.1, 0.0], [0.0, 0.0, -0.1], [-0.2, 0.1, 0.2], [0.0, -0.2, 0.3], [-0.1, 0.0, -0.1], [0.0, 0.0, 0.0], [-0.1, 0.0, 0.0], [-0.1, -0.1, -0.2], [-0.4, 0.0, -0.1], [-0.1, 0.1, 0.1], [0.1, -0.1, 0.0], [0.1, 0.0, 0.1], [-0.2, 0.0, 0.3], [-0.5, -0.5, -0.3], [-0.4, 0.0, -0.2], [-0.2, 0.1, 0.1], [-0.2, -0.1, 0.2], [-0.1, -0.2, 0.1], [0.0, -0.1, 0.0], [-0.1, -0.1, 0.0], [0.0, 0.1, 0.0], [-0.1, 0.0, -0.3], [0.0, 0.0, 0.1], [0.0, -0.1, 0.1], [0.0, 0.0, 0.1], [0.0, -0.2, 0.1], [-0.1, -0.1, 0.1], [0.1, 0.2, 0.0], [-0.1, -0.3, 0.0], [0.1, 0.1, 0.1], [0.1, 0.1, 0.0], [-0.1, 0.1, 0.0], [0.1, 0.0, -0.1], [-0.1, 0.0, -0.1], [0.2, -0.1, -0.1], [-0.1, 0.0, 0.0], [0.0, -0.1, 0.3], [-0.3, -0.2, 0.0], [0.2, 0.2, 0.3], [-0.1, -0.1, 0.0], [-0.1, 0.0, -0.1], [0.1, 0.0, 0.0], [0.1, 0.2, -0.2], [0.0, -0.1, -0.1], [-0.1, 0.2, 0.0], [0.1, -0.1, 0.0], [-0.1, 0.1, 0.0], [0.0, -0.1, 0.2], [0.1, 0.1, -0.3], [0.0, -0.1, 0.0], [0.1, 0.0, 0.0], [-0.1, 0.0, 0.0], [0.0, 0.0, 0.0], [0.0, 0.1, 0.1], [0.1, -0.1, -0.1], [-0.1, 0.1, 0.0], [0.0, 0.1, 0.0], [-0.1, -0.1, -0.2], [0.1, 0.2, 0.2], [0.0, 0.0, 0.0], [0.0, -0.1, 0.0], [-0.1, 0.0, 0.0], [0.0, -0.1, 0.0], [0.0, -0.1, 0.1], [0.2, 0.0, 0.0], [-0.1, 0.0, 0.1], [0.0, 0.1, 0.0], [0.1, 0.0, 0.1], [-0.1, -0.1, -0.2], [0.1, 0.0, 0.0], [0.1, -0.1, 0.1], [0.1, 0.1, 0.0], [0.0, 0.0, 0.1], [0.1, -0.1, 0.0], [-0.2, -0.1, 0.0], [0.1, 0.0, 0.0], [-0.1, 0.0, -0.1], [0.0, -0.1, 0.1], [0.1, 0.1, -0.2], [-0.1, -0.1, 0.0], [0.0, 0.0, 0.0], [-0.1, 0.0, 0.0], [0.0, 0.0, 0.1], [0.0, 0.1, 0.1], [0.1, -0.1, -0.1], [-0.1, 0.1, 0.0], [0.1, -0.2, -0.3], [0.1, 0.2, 0.0], [-0.2, -0.2, 0.0], [0.1, 0.1, 0.0], [0.0, 0.1, 0.0], [0.0, -0.1, 0.0], [0.0, 0.1, 0.0], [0.0, 0.0, 0.1], [-0.2, 0.0, -0.1], [0.1, -0.1, 0.1], [-0.1, 0.0, -0.1], [0.0, 0.2, 0.0], [0.0, -0.3, 0.0], [0.0, 0.1, -0.1], [0.0, 0.0, 0.1], [0.0, 0.0, -0.1], [0.0, 0.0, 0.0], [0.1, 0.0, 0.0], [-0.1, -0.1, 0.1], [0.1, 0.0, -0.1], [0.0, -0.1, -0.1], [0.1, 0.1, 0.0], [-0.2, -0.2, -0.1], [0.1, 0.0, 0.0], [-0.1, 0.0, 0.1], [0.0, -0.1, 0.0], [0.0, 0.1, 0.0], [0.0, 0.0, 0.1], [-0.1, 0.0, -0.1], [0.1, -0.1, 0.1]],
  "max_force_ev_per_a": 1.8,
  "total_charge": 1,
  "homo_ha": -0.4188,
  "lumo_ha": -0.071,
  "e_above_lowest_kj_mol": 0.0
}